{
  "formula": "C5H11Cl6O4P",
  "method": "ωB97M-V/def2-TZVPD",
  "species": ["Cl", "Cl", "Cl", "Cl", "Cl", "Cl", "P", "O", "O", "O", "O", "C", "C", "C", "C", "C", "H", "H", "H", "H", "H", "H", "H", "H", "H", "H", "H"],
  "positions_angstrom": [[6.630869, -4.242648, 2.329057], [3.753189, -3.799098, 2.585118], [1.689429, -4.455520, -0.251255], [-0.025449, -2.254597, 0.791992], [4.776469, -6.525527, 2.658919], [-0.918073, -4.980367, 0.966964], [-1.615054, 2.863511, -0.899515], [-0.837788, 1.470375, -0.894518], [-0.978248, 3.535207, -2.216603], [-1.585784, 3.695988, 0.314651], [-3.085375, 2.433727, -1.364741], [0.542107, -3.913313, 0.955355], [-3.696322, 1.461376, -0.509462], [5.108365, -4.839948, 3.059667], [0.476111, 1.383309, -0.336360], [-1.735117, 4.600717, -2.799079], [5.378668, -4.803915, 4.106203], [0.582095, 0.501135, 0.285624], [-2.810944, 4.581511, -2.631674], [-3.978940, 0.598891, -1.113189], [-4.592521, 1.847669, -0.029287], [1.233144, 1.376941, -1.116875], [-1.329757, 5.553572, -2.457732], [-1.597721, 4.558222, -3.880169], [-3.043358, 1.071638, 0.270658], [0.628814, 2.282461, 0.260535], [1.031202, -4.001304, 1.915709]],
  "atomic_forces_ev_per_a": [[-0.34, -0.21, -0.24], [0.42, -0.18, 0.44], [-0.12, 0.27, -0.19], [0.33, 0.07, -0.25], [0.07, 0.21, -0.07], [0.65, 0.22, 0.05], [0.27, 0.34, -0.54], [-0.34, 0.04, 0.09], [-1.16, -0.43, 0.66], [0.23, -0.62, -0.49], [0.80, -0.15, 0.37], [-0.81, -0.56, 0.26], [-0.60, -0.78, 0.10], [0.73, 0.04, -0.28], [0.20, 0.91, 0.23], [0.38, 0.84, -0.71], [-0.83, 0.18, 0.21], [-0.24, -0.09, -0.03], [0.07, -0.33, 0.39], [-0.01, 0.12, -0.15], [0.05, 0.34, -0.12], [-0.14, -0.14, -0.22], [-0.10, -0.02, 0.12], [0.13, -0.15, 0.07], [0.21, 0.29, -0.02], [0.25, -0.15, 0.27], [-0.12, -0.06, 0.08]],
  "orbital_gap_ev": 11.0,
  "energy_ev": -97978.52728,
  "de_lowest_kj_mol": 43.4,
  "largest_force_ha_per_bohr": 0.0272,
  "lumo_energy_ha": 0.01544,
  "smiles": "COP(=O)(OC)OC.ClC(Cl)Cl.ClC(Cl)Cl"
}